Record 1
DFT (ωB97M-V/def2-TZVPD) results for a structure of composition C4H16FO4Pd at a distorted geometry.

Structure (ORCA input):
```
! RIJCOSX wB97M-V def2-TZVPD def2/J DEFGRID3
* xyz 1 3
Pd -14.51220 5.04994 -25.86581
F -13.76033 3.99451 -24.17515
C -14.33178 7.00339 -22.99461
O -14.99016 6.64945 -24.25370
H -14.94241 6.63460 -22.17143
H -13.39341 6.45676 -22.98606
H -14.20896 8.07925 -22.89499
H -15.89319 6.96233 -24.11745
C -12.31391 3.06899 -21.01852
O -12.63728 4.36209 -21.54919
H -11.57515 3.13524 -20.22473
H -13.23072 2.63228 -20.61349
H -11.95666 2.43556 -21.83258
H -12.94921 4.20072 -22.44427
C -16.90869 3.54869 -24.10216
O -16.63226 4.27483 -25.31413
H -17.09693 2.49928 -24.34950
H -16.01084 3.42284 -23.50152
H -17.77610 3.90527 -23.55369
H -17.32660 4.11270 -25.96267
C -10.73284 2.84878 -25.22459
O -11.96575 2.13754 -25.19342
H -9.85838 2.22711 -25.04702
H -10.56021 3.25998 -26.22487
H -10.79869 3.68107 -24.52251
H -12.66389 2.66739 -24.79535
*
```

The value obtained for the energy above the lowest of the compared OMol25 structures with the same formula, charge and spin is 5.8 kcal/mol. For the orbital gap (alpha / beta), the calculation gives 6.649 / 4.364 eV. Its energy is -690.26434 Eh. The expectation value of S² is 2.01.

For reference, the Löwdin charges in units of e are: 1.26 -0.40 -0.05 -0.20 0.10 0.07 0.10 0.10 -0.13 -0.15 0.08 0.08 0.08 0.00 -0.09 -0.18 0.10 0.08 0.10 0.11 -0.15 -0.14 0.08 0.07 0.07 0.00

Record 2
DFT (ωB97M-V/def2-TZVPD) results for a structure of composition C4H16KN8O4 at a distorted geometry.

Structure (ORCA input):
```
! RIJCOSX wB97M-V def2-TZVPD def2/J DEFGRID3
* xyz 1 1
K -1.00280 12.24339 0.86246
C -0.98116 9.09893 3.28540
O -1.60390 9.96491 2.66385
N -0.65133 9.15059 4.57715
N -0.56151 7.97294 2.63004
H -0.10012 8.41222 4.97222
H -0.80975 10.03538 5.02832
H -0.63881 7.90172 1.63297
H -0.42947 7.16587 3.21497
C -2.34827 9.47848 -0.96153
O -1.20476 9.77618 -0.56258
N -3.09680 10.34022 -1.66848
N -2.86717 8.24198 -0.89136
H -4.06178 10.20744 -1.90817
H -2.61989 11.17450 -1.96104
H -2.37320 7.46767 -0.48905
H -3.76091 8.10718 -1.32654
C -1.86113 15.34598 2.17147
O -2.07142 14.28945 2.76675
N -2.59974 15.67736 1.07801
N -0.89628 16.20688 2.55802
H -2.46437 16.49850 0.51954
H -3.19688 14.90779 0.83002
H -0.82570 17.13568 2.18841
H -0.36815 15.85264 3.33669
C 0.45089 15.41658 -0.78772
O 0.42760 14.59572 0.13318
N 0.00430 15.14102 -2.03006
N 1.23239 16.53207 -0.82831
H 0.05649 15.77811 -2.79960
H -0.38125 14.22007 -2.15777
H 1.62851 16.82961 0.04922
H 1.50513 16.98954 -1.67365
*
```

The value obtained for the energy above the lowest of the compared OMol25 structures with the same formula, charge and spin is 24.9 kcal/mol. For the orbital gap, the calculation gives 9.685 eV. Its energy is -1500.98308 Eh.

For reference, the Löwdin charges in units of e are: 0.86 -0.68 -0.04 0.18 0.16 0.11 0.12 0.09 0.10 -0.68 -0.06 0.16 0.18 0.11 0.10 0.12 0.11 -0.71 -0.02 0.17 0.17 0.10 0.10 0.11 0.12 -0.67 -0.05 0.16 0.16 0.11 0.11 0.11 0.10

Record 3
DFT (ωB97M-V/def2-TZVPD) results for a structure of composition C4H16Li2O8 at a distorted geometry.

Structure (ORCA input):
```
! RIJCOSX wB97M-V def2-TZVPD def2/J DEFGRID3
* xyz -2 1
Li -7.48481 -5.18560 1.87600
Li -9.25712 -7.02207 3.12949
O -9.13988 -4.95690 3.09440
C -9.82996 -3.70958 2.73851
C -9.15255 -2.72786 1.75611
O -7.88723 -3.03453 1.15140
H -10.13546 -3.14887 3.62189
H -10.77046 -3.93101 2.23398
H -8.88756 -1.85472 2.35236
H -9.77770 -2.34933 0.94741
O -6.63920 -5.81078 -0.08503
C -7.48933 -6.94958 -0.13104
C -7.27833 -8.16897 0.92618
O -7.49285 -7.83227 2.30837
H -7.22125 -7.20522 -1.15617
H -8.50970 -6.57421 -0.05329
H -6.27250 -8.58631 0.87892
H -7.84266 -9.00605 0.51518
O -9.98635 -7.99163 4.97957
H -10.23728 -8.09596 5.89739
H -9.87915 -8.88639 4.65688
O -7.74023 -6.40331 5.48630
H -8.43702 -7.01903 5.71349
H -7.15675 -6.41055 6.24507
O -9.08168 -9.97607 3.57376
H -8.77751 -9.25872 3.01778
H -8.33967 -10.16595 4.14787
O -10.61499 -7.95965 1.90716
H -11.09668 -7.48694 1.22838
H -10.56814 -8.85993 1.58538
*
```

For the orbital gap, the calculation gives 2.693 eV. Its energy is -778.90679 Eh.

For reference, the Löwdin charges in units of e are: 0.64 0.63 -0.51 -0.40 -0.47 -0.45 0.06 0.05 0.04 0.05 -0.45 -0.45 -0.39 -0.45 0.05 0.06 0.06 0.04 -0.08 0.05 -0.01 -0.05 -0.02 0.02 -0.07 -0.03 0.05 -0.07 0.06 0.04

Record 4
DFT (ωB97M-V/def2-TZVPD) results for a structure of composition C4H16N2NiO10 at a distorted geometry.

Structure (ORCA input):
```
! RIJCOSX wB97M-V def2-TZVPD def2/J DEFGRID3
* xyz 0 3
Ni 17.56335 19.09253 3.69994
N 14.57505 18.02979 4.74240
O 13.54861 18.71201 4.73125
O 14.50801 16.84077 5.05623
O 15.59350 18.48715 4.26623
N 20.44275 20.27528 2.31210
O 21.01901 21.30450 2.58740
O 19.41760 19.99807 2.93965
O 20.85757 19.63843 1.33171
C 17.96326 18.75495 6.86641
O 18.53686 18.85786 5.55925
H 16.87636 18.83231 6.83837
H 18.15210 17.75305 7.25192
H 18.37252 19.42377 7.62357
H 19.40566 18.45284 5.61176
C 15.92599 18.84717 0.98909
O 16.71137 19.61626 1.82031
H 14.86836 19.03278 1.17639
H 16.17228 19.05165 -0.05285
H 16.06638 17.79969 1.25588
H 16.80272 20.47628 1.40363
C 17.98081 16.00630 3.46777
O 18.20589 17.30464 2.89040
H 16.92330 15.91272 3.71476
H 18.25176 15.20582 2.77933
H 18.60732 15.92492 4.35600
H 18.40895 17.13863 1.96693
C 16.00306 21.74481 4.52473
O 17.21054 20.98517 4.46773
H 15.18968 21.09218 4.20761
H 15.78877 22.11109 5.52874
H 16.05057 22.58282 3.82934
H 17.81787 21.62781 4.84158
*
```

The value obtained for the energy above the lowest of the compared OMol25 structures with the same formula, charge and spin is 21.2 kcal/mol. For the orbital gap (alpha / beta), the calculation gives 8.608 / 8.037 eV. Its energy is -2531.91657 Eh. The expectation value of S² is 2.00.

For reference, the Löwdin charges in units of e are: 0.78 -0.62 0.00 0.00 -0.09 -0.63 0.01 -0.09 -0.02 -0.08 -0.14 0.09 0.09 0.09 0.12 -0.12 -0.13 0.10 0.10 0.09 0.13 -0.07 -0.15 0.08 0.10 0.09 0.11 -0.08 -0.15 0.08 0.10 0.09 0.12

Record 5
DFT (ωB97M-V/def2-TZVPD) results for a cluster of 2 separate species, C4H16N2O in total at a distorted geometry.

Structure (ORCA input):
```
! RIJCOSX wB97M-V def2-TZVPD def2/J DEFGRID3
* xyz 1 2
C 0.58664 0.96679 -2.24114
C -0.37890 0.56551 -1.15592
C -0.11532 -0.86678 -0.64422
C 1.16875 -1.24820 0.03609
N 1.01302 -1.07852 1.54673
N -1.81767 0.73179 -1.69411
H 1.53047 0.60836 -1.88747
H 0.38926 0.44973 -3.16658
H 0.48425 1.98364 -2.52546
H -0.35668 1.22199 -0.29926
H -0.19723 -1.56195 -1.51483
H -1.00164 -1.24189 -0.06341
H 1.32551 -2.29902 -0.17717
H 1.86866 -0.49930 -0.31667
H 1.76166 -1.46507 2.13297
H 0.87144 -0.08020 1.74064
H 0.01734 -1.53673 1.84446
H -1.87435 1.65293 -2.13032
H -2.53090 0.61222 -0.95143
H -2.14377 0.01870 -2.36413
H 0.06466 1.59142 3.75496
H -0.96813 0.45332 3.84130
O -0.16007 0.73368 3.37590
*
```

The value obtained for the energy above the lowest of the compared OMol25 structures with the same formula, charge and spin is 26.1 kcal/mol. For the orbital gap (alpha / beta), the calculation gives 3.381 / 12.065 eV. Its energy is -346.37091 Eh. The expectation value of S² is 0.75.

For reference, the Löwdin charges in units of e are: -0.04 -0.37 -0.24 -0.17 0.10 0.17 0.08 0.09 0.08 0.12 0.13 0.06 0.13 0.11 0.14 0.09 0.13 0.15 0.11 0.16 0.05 0.05 -0.12

Record 6
DFT (ωB97M-V/def2-TZVPD) results for a cluster of 2 separate species, C4H16N2O in total at a distorted geometry.

Structure (ORCA input):
```
! RIJCOSX wB97M-V def2-TZVPD def2/J DEFGRID3
* xyz 3 2
C -0.48480 1.38926 0.95759
C -0.41027 1.44815 -0.54472
C -0.30976 0.09645 -1.31461
C 0.37009 -1.07074 -0.62542
N -0.45905 -2.30734 -0.39860
N 0.78125 2.37789 -0.95642
H 0.22115 2.05864 1.48555
H -1.50283 1.69536 1.22124
H -0.40481 0.43103 1.58775
H -1.30908 2.02087 -0.93585
H 0.19473 0.34587 -2.25959
H -1.35567 -0.17017 -1.56238
H 1.32853 -1.55786 -0.88534
H 0.77416 -0.71694 0.32357
H -0.50795 -2.41435 0.65055
H -1.43816 -2.33337 -0.69405
H -0.02216 -3.18170 -0.71329
H 0.53174 3.36758 -1.10153
H 1.25544 2.05921 -1.81668
H 1.50945 2.37751 -0.24390
H -0.10425 -1.85672 3.07878
H 1.19513 -1.89042 2.45394
O 0.30777 -1.50140 2.25015
*
```

The value obtained for the energy above the lowest of the compared OMol25 structures with the same formula, charge and spin is 22.5 kcal/mol. For the orbital gap (alpha / beta), the calculation gives 14.557 / 4.976 eV. Its energy is -345.40068 Eh. The expectation value of S² is 0.76.

For reference, the Löwdin charges in units of e are: 0.09 -0.21 -0.04 -0.13 0.22 0.25 0.15 0.17 0.16 0.21 0.16 0.16 0.18 0.09 0.16 0.19 0.20 0.20 0.19 0.17 0.16 0.16 0.09